10
Properties=species:S:1:pos:R:3 method="wB97M-V/def2-TZVPD" lumo_ev="-0.772 / -0.772" mol_weight_g_mol=127.0 homo_lumo_gap_ev="7.99 / 7.99" relative_energy_ev=4.098 homo_energy_ha="-0.3219 / -0.3221" energy_ha=-1108.34487
C 0.359 -0.427 0.247
C 1.330 0.479 -0.146
N -0.064 -1.511 0.591
N -1.567 0.791 -0.439
Cl 3.025 -0.400 -0.378
Cl -2.552 -0.572 -0.529
H 1.493 1.233 0.695
H 1.036 0.956 -1.047
H -1.216 -1.622 0.531
H -1.844 1.073 0.475

---

11
Properties=species:S:1:pos:R:3 method="wB97M-V/def2-TZVPD" smiles="SP(Cl)Cl.C=CCl" lumo_ev=0.509 mol_weight_g_mol=197.5 homo_lumo_gap_ev=9.68 relative_energy_ev=0.734 homo_energy_ha=-0.3370 energy_ha=-2198.72431
C 1.124 -0.758 -1.319
C 1.233 -1.099 -0.030
P -0.901 0.823 0.932
S -2.339 1.477 -0.419
Cl 2.010 -0.234 1.212
Cl -1.934 0.283 2.523
Cl -0.249 2.685 1.587
H 1.455 0.120 -1.765
H 0.688 -1.456 -2.100
H -2.195 0.226 -1.115
H 1.108 -2.068 0.494

---

16
Properties=species:S:1:pos:R:3 method="wB97M-V/def2-TZVPD" lumo_ev=-11.463 mol_weight_g_mol=376.5 homo_lumo_gap_ev=3.50 total_charge=+2 homo_energy_ha=-0.5497 energy_ha=-2527.63216
O -2.097 1.768 -0.564
C -2.513 0.581 -0.234
O -3.553 0.406 0.648
N -1.812 -0.602 -0.814
C -0.382 -0.400 -0.550
N 0.005 -0.053 0.854
P 1.610 -0.669 1.330
O 2.751 0.626 1.621
Cl 1.312 -1.509 3.246
N 0.458 -0.518 -1.621
F -0.060 -0.850 -2.828
H -2.084 -1.496 -0.374
H -0.132 0.951 1.075
H 2.613 1.281 0.874
H 1.469 -0.356 -1.503
Yb 2.415 0.841 -1.157

---

9
Properties=species:S:1:pos:R:3 method="wB97M-V/def2-TZVPD" smiles=CO[C@@H](F)Cl lumo_ev=0.932 mol_weight_g_mol=98.5 homo_lumo_gap_ev=11.11 relative_energy_ev=1.637 homo_energy_ha=-0.3742 energy_ha=-713.82845
C 1.257 -0.318 -0.152
C -1.231 0.413 0.240
O -0.128 -0.742 -0.311
F -1.037 1.369 -0.616
Cl -2.647 -0.561 0.151
H 1.284 0.706 -0.406
H 1.673 -0.854 -0.990
H 1.703 -0.611 0.894
H -0.874 0.597 1.190